{"formula": "C34H37N11O3S2W", "method": "ωB97M-V with the def2-TZVPD basis set", "species": ["W", "N", "C", "N", "C", "N", "N", "C", "N", "C", "C", "C", "C", "C", "N", "H", "H", "H", "H", "H", "H", "H", "H", "C", "C", "N", "O", "C", "C", "N", "O", "H", "H", "H", "H", "H", "H", "H", "S", "C", "N", "C", "C", "C", "C", "C", "C", "H", "H", "H", "H", "H", "C", "S", "C", "O", "H", "H", "H", "H", "H", "H", "C", "C", "C", "N", "C", "C", "H", "H", "H", "H", "H", "C", "C", "C", "C", "C", "C", "C", "C", "N", "H", "H", "H", "H", "H", "H"], "positions_angstrom": [[-0.280, -0.234, -0.279], [2.722, 1.547, -0.933], [2.283, 1.703, 0.317], [3.041, 2.454, 1.103], [2.626, 2.609, 2.348], [3.401, 3.277, 3.196], [1.441, 2.135, 2.809], [0.756, 1.444, 1.965], [1.110, 1.108, 0.724], [-0.607, 1.022, 2.385], [-1.119, 1.379, 3.610], [-2.409, 1.003, 3.941], [-3.133, 0.276, 3.021], [-2.551, -0.047, 1.815], [-1.309, 0.326, 1.498], [3.631, 1.934, -1.129], [2.318, 0.906, -1.584], [4.275, 3.660, 2.877], [3.102, 3.413, 4.146], [-0.484, 1.954, 4.272], [-2.843, 1.267, 4.898], [-4.146, -0.045, 3.230], [-3.073, -0.632, 1.077], [0.185, -2.696, -4.878], [0.051, -1.825, -3.665], [0.903, -0.966, -3.323], [2.033, -0.846, -4.065], [-1.149, -1.934, -2.770], [-2.349, -2.755, -3.115], [-1.105, -1.305, -1.668], [-2.079, -1.250, -0.782], [0.516, -2.120, -5.745], [-0.764, -3.164, -5.133], [0.909, -3.498, -4.704], [2.099, -1.570, -4.705], [-2.861, -2.364, -3.998], [-3.045, -2.755, -2.283], [-2.065, -3.787, -3.331], [0.556, 3.140, -3.985], [0.348, 1.673, -3.147], [0.121, 1.736, -1.879], [0.032, 3.093, -1.479], [-0.340, 3.607, -0.231], [-0.349, 4.971, -0.033], [-0.022, 5.860, -1.067], [0.277, 5.382, -2.322], [0.291, 3.998, -2.509], [0.438, 0.738, -3.681], [-0.679, 2.951, 0.549], [-0.635, 5.364, 0.937], [-0.034, 6.928, -0.887], [0.485, 6.058, -3.144], [-3.753, 0.975, -2.868], [-3.587, 1.129, -1.102], [-4.220, 2.782, -0.950], [-2.103, 1.312, -0.839], [-4.812, 0.854, -3.112], [-3.201, 0.081, -3.159], [-3.338, 1.863, -3.350], [-5.261, 2.799, -1.280], [-3.596, 3.444, -1.550], [-4.159, 3.054, 0.103], [-1.098, -4.180, 2.873], [-0.402, -3.059, 3.293], [-0.112, -2.077, 2.371], [-0.491, -2.136, 1.089], [-1.109, -3.245, 0.679], [-1.432, -4.281, 1.531], [-1.364, -4.962, 3.574], [-0.073, -2.944, 4.319], [0.462, -1.214, 2.670], [-1.350, -3.316, -0.368], [-1.941, -5.153, 1.140], [1.633, -1.446, -0.341], [2.370, -1.947, 0.880], [3.259, -1.151, 1.605], [3.973, -1.651, 2.684], [3.826, -2.983, 3.058], [2.964, -3.802, 2.333], [2.252, -3.283, 1.267], [4.595, -3.518, 4.161], [5.208, -3.944, 5.039], [1.408, -2.313, -0.949], [2.356, -0.871, -0.903], [3.434, -0.128, 1.310], [4.667, -1.021, 3.228], [2.870, -4.847, 2.604], [1.602, -3.944, 0.700]], "atomic_forces_ev_per_a": [[-0.172, 0.245, 0.863], [0.343, 0.053, 0.235], [-0.029, -0.120, -0.167], [-0.039, -0.128, -0.360], [-0.083, 0.055, 0.365], [-0.106, -0.033, 0.045], [0.511, 0.595, 0.630], [-0.784, -0.177, 0.450], [0.721, 0.140, -0.354], [0.662, 0.486, 0.249], [-0.002, 0.254, 0.523], [0.196, 0.185, 0.251], [-0.311, -0.154, -0.092], [-0.267, -0.185, -0.128], [-0.067, -0.040, -0.277], [0.035, 0.017, -0.041], [-0.145, -0.030, -0.110], [-0.007, -0.014, 0.011], [0.012, 0.017, -0.009], [-0.095, -0.049, 0.010], [0.077, 0.018, -0.030], [0.082, -0.006, -0.058], [-0.083, -0.065, -0.052], [-0.196, -0.195, 0.064], [-1.160, -1.017, -0.144], [0.640, -0.185, 0.851], [0.481, 0.172, -0.096], [0.146, -0.522, -0.983], [0.014, -0.031, -0.204], [0.165, -0.659, -1.151], [-0.135, 0.190, 0.316], [-0.062, 0.013, -0.008], [0.106, 0.026, -0.033], [-0.015, 0.001, -0.006], [0.044, -0.039, -0.092], [0.008, -0.037, -0.027], [-0.052, 0.007, 0.013], [-0.004, 0.026, -0.018], [0.037, 0.082, -0.087], [0.010, 0.187, -0.662], [-0.191, -0.140, 0.855], [-0.076, -0.096, 0.000], [0.045, -0.033, -0.034], [-0.007, 0.025, 0.039], [-0.015, 0.006, 0.026], [0.014, 0.019, -0.051], [0.025, 0.025, -0.065], [-0.128, 0.576, 0.188], [-0.010, -0.094, 0.115], [0.021, -0.036, -0.098], [-0.007, -0.069, -0.003], [-0.004, -0.079, 0.076], [-0.023, -0.024, -0.182], [0.167, -0.097, 0.153], [-0.120, 0.136, 0.086], [-0.151, 0.239, -0.018], [0.128, 0.022, 0.004], [-0.055, 0.038, -0.021], [-0.010, -0.113, 0.008], [0.103, 0.020, 0.038], [-0.050, 0.020, 0.023], [-0.033, 0.028, -0.056], [-0.067, -0.059, 0.017], [0.005, -0.042, 0.194], [-0.028, -0.006, 0.021], [-0.070, 0.558, -0.137], [0.057, -0.211, -0.041], [0.019, -0.169, 0.048], [0.042, 0.016, -0.050], [-0.034, -0.010, -0.102], [0.030, 0.091, 0.041], [-0.065, -0.003, -0.039], [0.034, 0.058, 0.035], [-0.136, 0.382, 0.072], [0.050, 0.127, -0.160], [-0.063, 0.010, 0.071], [0.020, 0.041, 0.019], [0.157, -0.075, 0.185], [0.003, -0.070, 0.009], [0.087, -0.194, -0.105], [-0.015, -0.022, 0.030], [-0.232, 0.160, -0.292], [-0.169, -0.226, -0.245], [0.205, 0.109, -0.301], [0.074, 0.020, 0.003], [-0.045, -0.010, -0.061], [-0.012, 0.040, -0.034], [0.055, 0.033, 0.050]], "homo_ev": [-12.63, -12.53], "e_above_lowest_kj_mol": 118.9, "total_energy_ha": -3008.806158, "fmax_ha_per_bohr": 0.0301, "homo_lumo_gap_ev": [6.71, 6.75], "total_charge": 2, "spin_multiplicity": 1}